Density functional theory data (the ωB97M-V functional and the def2-TZVPD basis) for a gas-phase ion, C2H2N4P (charge +1) in a non-equilibrium geometry.

Each line ends with the Löwdin charge.
CARTESIAN COORDINATES (ANGSTROEM)
C 0.10 -0.83 -1.11  -0.003
C 0.90 0.25 -0.55  -0.065
N 0.63 0.92 0.49  -0.001
N -0.98 -1.01 -0.47  0.070
N -1.46 -0.62 0.54  0.092
N -0.46 1.48 2.72  -0.113
P -0.53 0.62 1.55  0.769
H 0.13 -1.34 -2.01  0.129
H 1.66 0.53 -1.15  0.123

- structure (SMILES) = N#P1N=CC=[N+]=N1
- energy relative to the best compared isomer or geometry (same formula, charge and spin) (kJ/mol) = 389.8
- E_tot (eV) = -17340.570
- Kohn-Sham gap (spin up / spin down) (hartree) = 0.2344 / 0.2334
- highest occupied orbital energy (spin up / spin down) (eV) = -15.6 / -15.6
- net charge = +1

***

Density functional theory data (the ωB97M-V functional and the def2-TZVPD basis) for a molecular structure, C16H26AuClN7OPS3 in a non-equilibrium geometry.

Each line ends with the Löwdin charge.
CARTESIAN COORDINATES (ANGSTROEM)
Au 0.17 -1.89 -1.77  0.281
S -4.19 -1.16 -0.30  0.660
C -4.37 -1.36 -1.96  -0.718
C -5.45 -1.36 -2.81  -0.052
C -5.30 -1.52 -4.17  -0.176
C -6.47 -1.63 -4.96  -0.165
N -7.44 -1.71 -5.66  0.172
C -3.98 -1.90 -4.68  -0.164
C -2.82 -1.76 -3.88  -0.014
C -3.02 -1.65 -2.47  -0.647
S -2.09 -1.86 -1.07  0.582
C -3.99 -2.57 -5.95  -0.181
N -4.12 -3.24 -6.91  0.165
H -6.47 -1.16 -2.47  0.130
H -1.86 -1.88 -4.37  0.084
C 5.88 -1.40 -1.92  -0.074
N 4.70 -2.26 -1.90  -0.078
C 3.45 -1.90 -2.24  -0.782
N 3.21 -0.66 -2.69  0.103
S 2.19 -3.05 -1.82  0.549
H 6.59 -1.95 -1.31  0.083
H 5.67 -0.45 -1.40  0.100
H 6.36 -1.25 -2.90  0.094
H 4.87 -3.28 -1.91  0.140
H 4.02 -0.08 -2.88  0.101
H 2.22 -0.40 -2.88  -0.102
Cl 0.31 -0.06 -3.45  -0.055
C 2.49 2.40 1.50  -0.102
N 1.87 1.66 2.60  -0.313
C 2.78 1.20 3.69  -0.101
P 0.45 0.80 2.43  0.481
O 0.48 -0.52 1.76  -0.312
N -0.39 1.92 1.55  -0.328
C -0.76 3.23 2.15  -0.090
C -1.07 1.57 0.33  -0.131
N -0.15 0.65 3.97  -0.320
C -1.03 -0.49 4.27  -0.109
C 0.04 1.62 5.06  -0.117
H 2.70 3.43 1.79  0.073
H 1.90 2.43 0.54  0.098
H 3.45 1.92 1.28  0.074
H 3.16 2.15 4.16  0.099
H 3.61 0.59 3.32  0.081
H 2.18 0.61 4.38  0.058
H -0.16 3.46 3.05  0.061
H -1.80 3.25 2.42  0.072
H -0.53 4.05 1.44  0.090
H -2.13 1.32 0.52  0.071
H -0.61 0.67 -0.15  0.036
H -1.02 2.44 -0.39  0.098
H -0.97 -1.20 3.40  0.077
H -2.12 -0.25 4.47  0.095
H -0.60 -1.04 5.12  0.082
H 0.70 2.48 4.80  0.080
H 0.38 1.05 5.92  0.073
H -0.97 1.97 5.35  0.087

- energy relative to the best compared isomer or geometry (same formula, charge and spin) (kJ/mol) = 216.0
- 2S+1 = 3
- expectation value of S² = 2.03
- E_tot (eV) = -87500.563
- Kohn-Sham gap (spin up / spin down) (hartree) = 0.2701 / 0.1740
- highest occupied orbital energy (spin up / spin down) (eV) = -7.6 / -8.0

***

Density functional theory data (the ωB97M-V functional and the def2-TZVPD basis) for 2 unconnected molecules or ions with the total composition C10H10O in a non-equilibrium geometry.

Each line ends with the Löwdin charge.
CARTESIAN COORDINATES (ANGSTROEM)
C -2.45 -1.54 -1.05  -0.029
C -2.72 -0.23 -0.52  -0.073
C -1.06 -1.89 -1.31  -0.059
C -1.69 0.64 -0.28  -0.053
C -0.14 -0.94 -1.02  -0.058
C -0.35 0.39 -0.56  -0.190
C 1.84 -0.56 2.52  -0.125
C 1.22 0.55 2.22  0.037
C 1.99 1.69 -0.98  -0.053
C 0.74 1.28 -0.40  -0.211
O 1.04 2.58 -0.41  0.053
H -3.21 -2.26 -1.07  0.068
H -3.73 -0.04 -0.34  0.082
H -0.83 -2.80 -1.69  0.071
H -1.94 1.61 0.09  0.109
H 0.93 -1.12 -0.96  0.115
H 2.26 -0.81 3.54  0.056
H 2.37 -1.33 1.96  0.037
H 0.79 1.39 2.72  0.026
H 2.84 1.59 -0.42  0.078
H 2.10 1.80 -2.04  0.120

- energy relative to the best compared isomer or geometry (same formula, charge and spin) (kJ/mol) = 721.3
- E_tot (eV) = -12572.592
- Kohn-Sham gap (spin up / spin down) (hartree) = 0.2971 / 0.2609
- highest occupied orbital energy (spin up / spin down) (eV) = -8.1 / -6.9